Entry from the Open Molecules 2025 dataset: a 11-piece molecular cluster, C16H52IN14O10 overall in a non-equilibrium geometry (ωB97M-V with the def2-TZVPD basis set).

For the total energy, the calculation gives -2457.7912 a.u. For the HOMO energy, the calculation gives -0.260 Eh. The gap between HOMO and LUMO is 0.335 Eh.

```
! wB97M-V def2-TZVPD RIJCOSX def2/J DEFGRID3
* xyz -1 1
I -0.042 0.796 -0.602
C 2.377 -5.924 -3.616
C 3.349 -4.988 -2.893
C 2.634 -4.035 -1.911
O 4.112 -5.978 -2.279
H 1.730 -6.371 -2.861
H 2.915 -6.594 -4.286
H 1.719 -5.336 -4.256
H 3.976 -4.533 -3.660
H 1.981 -3.358 -2.462
H 3.406 -3.545 -1.317
H 2.045 -4.674 -1.252
H 4.464 -6.620 -2.900
C 0.670 -3.342 0.994
C -0.207 -3.231 2.338
C -1.721 -3.341 2.051
O 0.191 -4.288 3.112
H 1.722 -3.132 1.183
H 0.394 -2.557 0.289
H 0.686 -4.312 0.497
H 0.167 -2.373 2.897
H -1.736 -4.356 1.653
H -2.075 -2.706 1.239
H -2.274 -3.329 2.990
H -0.150 -5.086 2.703
C -5.491 -1.072 2.881
C -4.880 0.293 3.337
C -3.409 0.460 3.063
O -5.563 1.340 2.822
H -5.743 -0.950 1.828
H -6.356 -1.342 3.487
H -4.762 -1.881 2.826
H -5.079 0.406 4.403
H -3.213 1.346 3.666
H -3.209 0.599 2.000
H -2.941 -0.452 3.435
H -5.481 1.312 1.866
C -3.467 3.982 1.915
O -3.445 4.065 3.157
N -4.402 3.569 1.123
N -2.418 4.300 1.217
H -4.179 3.258 0.189
H -5.255 3.224 1.540
H -1.634 4.660 1.742
H -2.448 4.283 0.207
C 1.188 1.583 3.874
O 1.518 1.753 5.012
N 1.840 0.723 3.120
N 0.223 2.156 3.195
H 2.488 0.013 3.430
H 1.542 0.603 2.162
H -0.496 2.609 3.741
H 0.041 2.034 2.209
C -3.202 -1.924 -2.622
O -4.042 -2.421 -3.364
N -3.127 -2.093 -1.342
N -2.108 -1.330 -3.010
H -3.693 -2.711 -0.778
H -2.278 -1.644 -1.030
H -1.794 -1.575 -3.938
H -1.723 -0.681 -2.339
C -3.053 3.176 -2.277
O -3.858 3.940 -2.747
N -3.229 1.921 -2.102
N -1.833 3.526 -1.887
H -4.111 1.526 -2.398
H -2.691 1.516 -1.349
H -1.120 2.830 -1.717
H -1.485 4.468 -1.998
C 4.683 2.709 0.544
O 4.713 3.081 -0.582
N 5.428 3.163 1.520
N 3.800 1.907 1.018
H 6.216 3.677 1.152
H 5.345 2.641 2.381
H 3.795 1.704 2.007
H 3.186 1.491 0.332
C 2.324 4.346 -3.029
O 1.389 4.725 -3.721
N 3.542 4.860 -3.135
N 2.229 3.390 -2.057
H 3.833 5.314 -3.989
H 4.181 4.505 -2.437
H 1.442 2.803 -1.821
H 3.133 3.092 -1.719
C 4.128 -0.167 -1.788
O 5.297 -0.071 -2.168
N 3.047 0.190 -2.418
N 3.801 -0.602 -0.619
H 3.048 0.431 -3.399
H 2.142 0.159 -1.971
H 4.511 -0.763 0.082
H 2.834 -0.775 -0.386
*
```

Entry from the Open Molecules 2025 dataset: a 10-piece molecular cluster, C16H52O10 overall in a non-equilibrium geometry (ωB97M-V with the def2-TZVPD basis set).

Its SMILES is CC(C)O.CC(C)O.CC(C)O.CC(C)O.CC(C)O.CO.O.O.O.O. As for the energy above the lowest of the compared OMol25 structures with the same formula, charge and spin: 4.156 eV. For the total energy, the calculation gives -1393.0393 a.u. For the HOMO energy, the calculation gives -0.363 Eh. The gap between HOMO and LUMO is 0.371 Eh.

```
! wB97M-V def2-TZVPD RIJCOSX def2/J DEFGRID3
* xyz 0 1
C -5.200 -3.069 5.007
C -4.844 -2.463 6.266
C -5.596 -1.165 6.604
O -5.111 -3.447 7.223
H -6.277 -3.210 4.912
H -4.728 -4.045 4.898
H -4.824 -2.387 4.244
H -3.760 -2.399 6.365
H -5.335 -0.691 7.550
H -6.656 -1.393 6.493
H -5.207 -0.484 5.848
H -4.596 -4.205 6.937
C -3.380 -8.314 -3.660
C -3.241 -8.675 -2.177
C -2.445 -9.899 -1.860
O -2.564 -7.598 -1.602
H -3.770 -7.300 -3.745
H -4.102 -8.999 -4.104
H -2.451 -8.570 -4.170
H -4.276 -8.619 -1.838
H -2.776 -10.842 -2.296
H -2.303 -10.030 -0.787
H -1.476 -9.665 -2.301
H -2.939 -6.849 -2.070
C -0.925 6.306 6.074
C -0.098 6.358 4.742
C -0.626 7.435 3.734
O 1.291 6.379 4.980
H -0.600 5.353 6.491
H -2.000 6.349 5.900
H -0.695 7.188 6.673
H -0.212 5.362 4.315
H -0.709 8.432 4.165
H -1.619 7.274 3.312
H 0.064 7.465 2.890
H 1.518 7.282 5.215
C 8.825 -2.396 -1.914
C 7.310 -2.316 -1.705
C 6.413 -2.827 -2.888
O 6.997 -3.173 -0.684
H 8.956 -3.222 -2.613
H 9.267 -2.463 -0.920
H 9.212 -1.427 -2.229
H 7.063 -1.275 -1.498
H 6.545 -3.904 -2.984
H 6.661 -2.185 -3.734
H 5.360 -2.697 -2.641
H 7.569 -2.942 0.052
C -3.148 5.367 -5.873
C -3.117 4.087 -6.734
C -1.587 3.788 -7.200
O -3.643 3.092 -5.853
H -3.098 6.178 -6.600
H -2.324 5.589 -5.195
H -4.080 5.451 -5.314
H -3.928 4.215 -7.451
H -0.927 3.704 -6.336
H -1.238 4.449 -7.993
H -1.637 2.780 -7.614
H -4.536 3.380 -5.648
C 1.284 1.591 -0.018
O 0.780 0.331 0.468
H 2.039 2.054 0.617
H 1.857 1.413 -0.928
H 0.431 2.224 -0.264
H -0.010 0.192 -0.059
O 5.892 4.160 -4.799
H 6.628 4.758 -4.669
H 5.436 4.155 -3.958
O -3.741 -1.716 -3.176
H -4.663 -1.562 -2.970
H -3.588 -1.217 -3.978
O 3.843 1.210 5.754
H 3.452 2.082 5.815
H 3.406 0.803 5.006
O 7.832 3.643 2.693
H 7.194 3.239 3.281
H 7.481 4.518 2.522
*
```

Entry from the Open Molecules 2025 dataset: C16H54CuF3N24O14 as an isolated structure in a non-equilibrium geometry (ωB97M-V with the def2-TZVPD basis set).

As for the energy above the lowest of the compared OMol25 structures with the same formula, charge and spin: 0.000 eV. For the total energy, the calculation gives -4950.0897 a.u. For the HOMO energy, the calculation gives -0.291 Eh. The gap between HOMO and LUMO is 0.274 Eh.

```
! wB97M-V def2-TZVPD RIJCOSX def2/J DEFGRID3
* xyz 0 1
Cu -22.990 24.836 -8.457
C -23.704 27.671 -8.089
O -23.415 26.699 -7.122
O -23.381 27.048 -9.303
C -25.163 28.182 -8.082
F -25.188 29.071 -7.052
F -25.571 28.783 -9.224
F -26.117 27.275 -7.783
C -23.685 27.023 -5.743
C -22.719 26.087 -4.964
H -21.676 26.376 -5.098
H -22.846 26.271 -3.895
H -22.878 25.101 -5.397
H -24.709 26.733 -5.496
H -23.463 28.058 -5.488
H -23.078 28.567 -8.202
C -22.611 28.446 -12.816
O -22.445 28.693 -14.003
N -22.750 29.388 -11.826
N -23.019 27.270 -12.286
H -23.053 29.073 -10.921
H -22.165 30.205 -11.872
H -22.929 26.427 -12.829
H -23.017 27.209 -11.277
C -26.930 28.019 -13.023
O -26.514 29.120 -13.365
N -27.412 27.076 -13.848
N -26.651 27.500 -11.789
H -27.563 27.305 -14.817
H -27.731 26.188 -13.515
H -27.179 26.777 -11.341
H -26.073 28.124 -11.247
C -25.473 23.964 -9.845
O -24.289 23.670 -10.068
N -25.923 25.231 -9.738
N -26.424 23.052 -9.498
H -26.805 25.457 -9.312
H -25.392 26.060 -9.971
H -25.983 22.149 -9.561
H -27.295 23.331 -9.082
C -24.151 22.175 -6.946
O -24.126 23.399 -7.146
N -23.910 21.279 -7.922
N -24.527 21.695 -5.738
H -23.906 20.280 -7.843
H -23.898 21.712 -8.838
H -25.073 20.854 -5.679
H -24.442 22.361 -4.992
C -21.396 30.914 -8.890
O -22.169 31.709 -9.407
N -21.030 30.973 -7.588
N -20.797 29.857 -9.519
H -21.430 31.765 -7.117
H -20.521 30.189 -7.220
H -20.875 29.795 -10.516
H -20.018 29.362 -9.103
C -21.542 28.469 -2.954
O -21.133 28.789 -4.064
N -20.788 27.741 -2.061
N -22.762 28.666 -2.416
H -21.229 27.466 -1.208
H -19.819 27.617 -2.294
H -23.382 29.254 -2.955
H -22.871 28.690 -1.421
C -27.966 24.560 -6.186
O -28.345 24.123 -7.275
N -28.648 25.463 -5.440
N -26.728 24.296 -5.712
H -28.376 25.799 -4.538
H -29.545 25.736 -5.804
H -25.997 23.901 -6.275
H -26.508 24.527 -4.760
C -19.944 26.117 -9.181
O -20.397 25.905 -8.052
N -20.740 26.451 -10.245
N -18.631 26.293 -9.433
H -20.588 26.054 -11.155
H -21.669 26.800 -10.022
H -18.272 26.510 -10.341
H -18.034 26.380 -8.627
C -29.718 30.917 -10.106
O -29.704 31.998 -9.511
N -30.834 30.242 -10.455
N -28.584 30.165 -10.259
H -30.975 29.264 -10.268
H -31.638 30.738 -10.084
H -28.668 29.246 -10.643
H -27.742 30.652 -10.001
C -26.901 32.242 -6.765
O -27.147 33.435 -6.651
N -25.754 31.695 -6.244
N -27.718 31.356 -7.398
H -25.746 30.690 -6.287
H -25.125 32.281 -5.732
H -27.669 30.412 -7.053
H -28.555 31.647 -7.882
C -18.552 29.009 -6.871
O -18.217 29.206 -8.049
N -19.594 28.223 -6.587
N -18.019 29.551 -5.735
H -19.696 27.992 -5.613
H -20.054 27.689 -7.316
H -18.501 29.514 -4.856
H -17.405 30.327 -5.925
C -25.945 31.965 -10.978
O -26.677 32.536 -11.796
N -25.543 32.555 -9.838
N -25.439 30.729 -11.229
H -25.848 33.488 -9.634
H -25.007 32.008 -9.187
H -25.114 30.284 -10.385
H -25.460 30.314 -12.151
*
```

Entry from the Open Molecules 2025 dataset: a 11-piece molecular cluster, C16H54N2O11 overall in a non-equilibrium geometry (ωB97M-V with the def2-TZVPD basis set).

Its SMILES is NC(N)=O.CCO.CCO.CCO.CCO.CCO.CO.CO.CO.CO.CO. As for the energy above the lowest of the compared OMol25 structures with the same formula, charge and spin: 4.330 eV. For the total energy, the calculation gives -1578.8910 a.u. For the HOMO energy, the calculation gives -0.314 Eh. The gap between HOMO and LUMO is 0.319 Eh.

```
! wB97M-V def2-TZVPD RIJCOSX def2/J DEFGRID3
* xyz 0 1
N 12.707 -12.598 -0.302
C 13.408 -13.656 -0.415
N 13.487 -14.297 -1.490
O 14.155 -14.095 0.733
H 12.362 -12.373 0.686
H 12.201 -12.350 -1.126
H 13.947 -15.208 -1.420
H 12.804 -14.254 -2.252
C 15.383 -18.171 -9.107
C 15.260 -16.784 -8.587
O 15.537 -16.702 -7.167
H 15.559 -18.214 -10.230
H 14.353 -18.589 -8.970
H 16.108 -18.839 -8.647
H 14.224 -16.534 -8.639
H 15.908 -16.062 -9.083
H 14.727 -16.838 -6.662
C 16.350 -19.073 -3.337
C 16.640 -17.836 -4.143
O 16.821 -16.781 -3.263
H 15.366 -19.178 -2.944
H 16.842 -19.144 -2.376
H 16.514 -20.016 -3.960
H 15.667 -17.666 -4.625
H 17.360 -17.972 -4.950
H 15.989 -16.497 -2.960
C 16.293 -20.594 1.056
C 15.186 -20.765 0.029
O 14.625 -19.444 -0.243
H 16.971 -21.473 0.984
H 15.952 -20.513 2.102
H 16.809 -19.694 0.956
H 14.333 -21.350 0.381
H 15.555 -21.327 -0.863
H 14.346 -19.109 0.639
C 19.801 -15.313 -7.206
C 18.533 -15.875 -6.576
O 17.505 -14.977 -6.560
H 19.639 -14.867 -8.209
H 20.543 -16.143 -7.226
H 20.157 -14.607 -6.452
H 18.770 -16.206 -5.586
H 18.109 -16.724 -7.094
H 16.708 -15.534 -6.640
C 14.240 -19.734 -6.106
C 13.220 -20.809 -6.589
O 12.032 -20.043 -6.849
H 14.122 -19.312 -5.066
H 14.160 -18.803 -6.736
H 15.245 -20.012 -6.075
H 13.180 -21.454 -5.715
H 13.575 -21.376 -7.471
H 11.337 -20.633 -6.999
C 16.740 -14.040 -1.485
O 16.696 -13.592 -0.113
H 15.820 -14.375 -1.847
H 17.474 -14.752 -1.600
H 17.007 -13.202 -2.086
H 15.830 -13.800 0.313
C 13.362 -17.437 -2.313
O 14.277 -16.831 -1.399
H 12.422 -16.804 -2.376
H 13.037 -18.414 -1.988
H 13.863 -17.558 -3.281
H 14.508 -17.568 -0.814
C 13.354 -21.391 -2.824
O 12.592 -20.903 -1.752
H 12.848 -22.226 -3.354
H 14.325 -21.667 -2.446
H 13.582 -20.656 -3.563
H 11.754 -20.701 -2.208
C 18.409 -17.438 -0.410
O 19.333 -17.124 -1.389
H 18.528 -18.478 -0.126
H 17.511 -17.402 -0.880
H 18.555 -16.671 0.401
H 19.289 -17.700 -2.164
C 15.088 -14.423 -4.570
O 14.700 -13.960 -5.848
H 16.054 -15.010 -4.614
H 14.285 -15.083 -4.087
H 15.369 -13.582 -3.999
H 15.090 -13.168 -6.012
*
```